Entry from OMol25: an isolated ion of composition C2H2NOS2 and charge -1 (the ωB97M-V functional and the def2-TZVPD basis).

Cartesian coordinates (Å):
C1 0.037958 0.561480 0.035443
C2 1.178730 -0.348558 0.306049
N1 -1.137466 0.007061 -0.502783
O1 2.330794 0.127240 0.474343
S1 0.069187 2.103814 0.583282
S2 0.655309 -1.944050 0.526344
H1 -1.161554 -1.073091 -0.644453
H2 -1.972959 0.566101 -0.778226

Atomic forces in eV per Å
C -0.633 -2.114 -0.726
C 0.199 2.205 0.084
N -0.822 -1.645 -0.526
O -0.887 -0.731 -0.005
S 0.198 1.648 0.199
S 0.233 -1.431 -0.015
H 0.265 2.679 0.324
H 1.447 -0.610 0.665

The spin multiplicity is 3. For the HOMO energy (spin up / spin down), the calculation gives -1.71 / -3.42 eV. The total energy comes out at -1003.75487 a.u. The net charge is -1. The HOMO-LUMO gap (spin up / spin down) is 5.259 / 4.630 eV.

Löwdin atomic charge list, values in e, 4 entries: -0.987, -1.059, -0.071, -0.153

---

Entry from OMol25: a 9-piece molecular cluster, C76H158N8O10 overall (the ωB97M-V functional and the def2-TZVPD basis).

Cartesian coordinates (Å):
C1 13.514507 -1.334932 25.464993
C2 14.381960 -2.552155 25.114876
C3 13.832879 -3.833460 25.794848
C4 14.308018 -2.798228 23.608506
C5 15.041160 -1.758694 22.756544
C6 16.438592 -1.662194 23.363044
C7 16.567369 -1.427133 24.884767
C8 18.086017 -1.616898 25.335465
C9 16.274034 0.077619 25.198079
N1 15.787558 -2.421684 25.550062
O1 15.760215 -1.972140 26.938723
H1 12.471920 -1.595089 25.591430
H2 13.900341 -0.913175 26.384823
H3 13.613044 -0.521744 24.774824
H4 12.809876 -4.034972 25.433829
H5 14.474573 -4.707716 25.749041
H6 13.706329 -3.603269 26.866776
H7 14.749540 -3.775839 23.479363
H8 13.241189 -2.743604 23.294066
H9 15.021844 -2.165201 21.728067
H10 14.557566 -0.759863 22.656273
H11 17.037655 -0.800192 22.986604
H12 16.908288 -2.614530 23.147914
H13 18.267293 -2.651833 25.223791
H14 18.252186 -1.312181 26.374621
H15 18.682665 -1.060406 24.604528
H16 15.480026 0.504916 24.561321
H17 17.102185 0.736657 24.959945
H18 16.138228 0.229433 26.258920
H19 16.248998 -2.617285 27.419395
C10 8.821049 -0.418094 23.580540
C11 9.578360 -0.861086 22.263628
C12 10.392791 0.315475 21.826443
C13 10.396409 -2.059682 22.600947
C14 10.963137 -2.778183 21.373932
C15 9.869766 -3.130075 20.346119
C16 8.962574 -1.932423 19.986924
C17 9.660344 -0.918700 19.015793
C18 7.739158 -2.443333 19.281402
N2 8.549757 -1.289453 21.246795
O2 7.675093 -0.160089 20.833329
H20 8.301227 0.557615 23.484930
H21 8.028361 -1.092554 23.981270
H22 9.524089 -0.315788 24.399910
H23 9.824904 1.026083 21.241073
H24 10.863291 0.842739 22.656310
H25 11.213484 0.050201 21.180931
H26 11.268420 -1.757531 23.177408
H27 9.711244 -2.744741 23.070471
H28 11.706459 -2.161277 20.849563
H29 11.459464 -3.717429 21.673894
H30 9.194948 -3.938580 20.684078
H31 10.310450 -3.453922 19.385823
H32 10.689607 -0.572856 19.065366
H33 9.029905 -0.012872 19.026684
H34 9.517622 -1.196639 18.014936
H35 8.147563 -3.178712 18.567317
H36 7.202687 -1.670759 18.681989
H37 6.983003 -2.950768 19.855316
H38 6.848653 -0.293392 21.291589
C19 9.758705 8.104228 29.678442
C20 8.543094 7.726524 28.815997
C21 8.442378 8.821766 27.691370
C22 8.801147 6.419804 28.222863
C23 7.599842 5.624077 27.623620
C24 6.535196 5.544891 28.721382
C25 6.121462 6.912733 29.237128
C26 5.331716 7.763726 28.171965
C27 5.169893 6.728345 30.447589
N3 7.365696 7.553397 29.724653
O3 7.042457 8.776950 30.306236
H39 9.592686 9.143079 30.076495
H40 9.854256 7.372657 30.514194
H41 10.709305 8.107897 29.196386
H42 9.446172 8.917865 27.329288
H43 7.758834 8.628170 26.792692
H44 8.043683 9.717678 28.168750
H45 9.605453 6.499678 27.497228
H46 9.292191 5.777282 28.919972
H47 7.249845 6.203711 26.785610
H48 7.826816 4.615831 27.293692
H49 6.850824 4.938578 29.554598
H50 5.628982 5.056966 28.339055
H51 5.797766 7.728299 27.221842
H52 5.310105 8.793175 28.538918
H53 4.321546 7.304610 28.145890
H54 5.737113 6.243089 31.269291
H55 4.327093 6.174675 30.137932
H56 4.766558 7.704902 30.852457
H57 7.130083 8.521073 31.246386
C28 13.927853 1.784035 30.600803
C29 13.689875 3.256831 31.061118
C30 15.104719 3.853092 31.392750
C31 13.027181 3.955063 29.869336
C32 12.309543 5.339458 30.205522
C33 11.336363 5.110408 31.342231
C34 12.065688 4.532545 32.610283
C35 12.989995 5.579629 33.239396
C36 10.937689 4.155877 33.649465
N4 12.721498 3.290635 32.148266
O4 13.411576 2.769257 33.295696
H58 12.955023 1.239320 30.510333
H59 14.431279 1.748822 29.652190
H60 14.472059 1.236157 31.381219
H61 15.144175 4.957778 31.478763
H62 15.503209 3.424217 32.335896
H63 15.811496 3.575995 30.574201
H64 13.743145 4.302068 29.075327
H65 12.378272 3.196834 29.385514
H66 13.120456 6.078687 30.520778
H67 11.857623 5.762056 29.321650
H68 10.560553 4.438057 31.005683
H69 10.806084 5.978804 31.608718
H70 12.417233 6.482382 33.503868
H71 13.698903 5.930698 32.462494
H72 13.603956 5.152210 34.029294
H73 10.048334 3.720841 33.162247
H74 10.616766 5.064203 34.205461
H75 11.285560 3.443461 34.417576
H76 12.866432 2.038646 33.584283
C37 6.481465 3.441861 24.668160
C38 6.485401 4.018449 23.261681
C39 6.757862 5.491485 23.302222
C40 7.611951 3.406536 22.459789
C41 7.521307 3.538026 20.894507
C42 6.216669 2.987052 20.412900
C43 5.039075 3.774365 21.141018
C44 4.904869 5.254761 20.625760
C45 3.785410 3.068318 20.771908
N5 5.244779 3.591833 22.593489
O5 4.200894 4.350363 23.275289
H77 7.494926 3.527981 25.117128
H78 5.782462 4.020993 25.227642
H79 6.124746 2.401009 24.594870
H80 5.938907 6.078233 23.692547
H81 7.633374 5.755198 23.929825
H82 6.932040 5.807388 22.284073
H83 8.613705 3.739319 22.812255
H84 7.517473 2.348297 22.690134
H85 7.603608 4.571279 20.518048
H86 8.339728 2.922780 20.485121
H87 6.201202 1.888751 20.616444
H88 6.093492 3.141081 19.401911
H89 5.834961 5.769949 20.637398
H90 4.245303 5.925047 21.115057
H91 4.626819 5.086915 19.552654
H92 3.707021 2.996204 19.698041
H93 2.875419 3.508902 21.187757
H94 3.824947 2.025543 21.067985
H95 3.534041 3.668784 23.515477
C46 9.080191 8.520595 21.723895
C47 10.350726 7.684289 21.560642
C48 11.338374 8.257661 22.610072
C49 9.967358 6.245140 21.966127
C50 11.088371 5.286126 21.719182
C51 11.393090 5.308780 20.220306
C52 11.854278 6.698834 19.711171
C53 13.279980 7.089530 20.201524
C54 11.889539 6.662608 18.185838
N6 10.757952 7.625833 20.135330
O6 10.900344 8.927856 19.567451
H96 8.318797 8.272542 21.009471
H97 8.652012 8.520114 22.738427
H98 9.456313 9.585015 21.577480
H99 10.988637 7.910090 23.596690
H100 12.365253 8.091587 22.416595
H101 11.269537 9.380181 22.590575
H102 9.668077 6.271816 22.984187
H103 9.133838 5.924118 21.386727
H104 11.976378 5.476280 22.345105
H105 10.809609 4.265892 21.968400
H106 10.454810 5.074304 19.723085
H107 12.165937 4.576798 19.923100
H108 13.929575 7.057545 19.362498
H109 13.606335 6.588393 21.091423
H110 13.296573 8.111288 20.530449
H111 12.247556 7.614479 17.715044
H112 10.934495 6.477972 17.712928
H113 12.544204 5.825788 17.821162
H114 11.674121 9.371435 19.982341
C55 9.090346 -2.142156 29.821301
C56 9.770174 -1.040649 28.896740
C57 11.280163 -1.416411 28.790019
C58 9.164119 -1.122907 27.495875
C59 7.818306 -0.394511 27.331889
C60 7.962521 1.083827 27.801365
C61 8.432323 1.137223 29.284145
C62 8.765028 2.580967 29.553583
C63 7.204285 0.708404 30.165334
N7 9.661599 0.324527 29.365511
O7 10.204371 0.494013 30.687023
H115 7.990030 -1.997566 29.890677
H116 9.330903 -3.126189 29.485140
H117 9.490073 -2.048359 30.825390
H118 11.749205 -1.621705 29.747061
H119 11.374840 -2.295094 28.138026
H120 11.781248 -0.555030 28.373006
H121 9.897356 -0.621769 26.801098
H122 9.100022 -2.156015 27.084811
H123 7.534088 -0.378528 26.272445
H124 7.120338 -0.961414 27.931957
H125 7.007612 1.540024 27.697389
H126 8.691752 1.606616 27.181251
H127 9.847651 2.682473 29.283705
H128 8.733423 2.864387 30.608770
H129 8.133937 3.233042 29.066085
H130 6.909138 -0.287659 29.903644
H131 6.340180 1.389295 30.198808
H132 7.497822 0.662932 31.204578
H133 9.471376 0.389438 31.317391
C64 15.997476 7.679879 27.835719
C65 15.095115 7.362288 26.637770
C66 13.596346 7.317025 27.088125
C67 15.276628 8.395078 25.498522
C68 14.605267 7.904982 24.189123
C69 15.218327 6.540736 23.835631
C70 15.065574 5.468357 24.907268
C71 13.632230 4.965428 24.968159
C72 15.954404 4.263222 24.573429
N8 15.589845 6.034124 26.165983
O8 15.311719 5.026996 27.181719
H134 15.892903 6.717695 28.429753
H135 17.096847 7.731727 27.654388
H136 15.628059 8.545014 28.416097
H137 13.401084 6.445208 27.744127
H138 13.265537 8.197873 27.690454
H139 12.841541 7.224128 26.247108
H140 14.762880 9.363723 25.823424
H141 16.370730 8.587719 25.273374
H142 13.527591 7.810739 24.314339
H143 14.673870 8.640963 23.371589
H144 16.287703 6.766576 23.750923
H145 14.921758 6.143702 22.868500
H146 12.808003 5.728024 24.900945
H147 13.510091 4.434589 25.914700
H148 13.485362 4.200291 24.211757
H149 15.787550 3.409296 25.216341
H150 17.020607 4.571164 24.757433
H151 15.793298 3.959811 23.556139
H152 16.191291 4.548112 27.253404
O9 9.883257 5.406078 25.056481
C73 10.405756 4.413720 25.455312
C74 10.872746 4.037037 26.821983
C75 11.629672 2.713497 26.748065
C76 11.303405 2.292852 25.290009
O10 10.703287 3.416249 24.623936
H153 11.418488 4.850037 27.284195
H154 10.029722 4.007801 27.463256
H155 12.683807 2.985050 26.997552
H156 11.277263 2.060504 27.527598
H157 12.171051 1.941387 24.771285
H158 10.574385 1.517695 25.261673

Atomic forces in eV per Å
C 0.601 -0.114 0.814
C -0.786 -0.539 -0.035
C -0.839 1.196 1.050
C -0.648 1.137 -0.091
C 0.016 0.090 0.199
C 1.035 0.964 -0.176
C 1.520 1.561 -0.444
C -1.767 0.665 -0.983
C -0.477 0.003 -0.638
N -0.535 0.288 1.172
O -0.753 0.210 -0.694
H -0.272 -0.124 -0.021
H -0.315 -0.043 0.465
H -0.109 0.225 -0.809
H 0.473 -0.148 -0.101
H 0.126 0.027 -0.474
H 0.068 -0.140 -0.229
H -0.050 -0.397 -0.658
H 0.569 -0.698 0.416
H 0.537 0.304 0.329
H 0.011 -0.677 0.500
H -0.292 -0.870 -0.471
H 0.568 -0.116 -0.183
H 0.584 -1.230 -0.005
H -0.034 0.135 -0.386
H 0.187 -0.012 0.467
H -0.164 -0.303 0.646
H 0.648 -0.343 -0.263
H -0.583 0.019 0.183
H 0.574 -0.979 0.417
C -0.962 0.093 -0.293
C -2.238 1.090 0.378
C 0.879 0.792 -0.457
C 0.680 -0.795 -1.251
C -0.321 -0.456 -0.812
C -0.305 0.200 -0.178
C 1.348 1.034 0.603
C -1.147 1.123 0.570
C -0.263 -0.005 -1.986
N -1.085 0.452 0.427
O 1.653 -0.487 0.434
H 0.503 -0.407 -0.243
H 0.616 -0.097 -0.746
H 0.413 0.053 0.048
H -0.424 0.236 0.148
H -0.202 0.020 0.239
H 0.391 -0.409 -0.311
H -0.328 -0.044 0.716
H 0.111 -0.439 0.807
H -0.010 -0.052 0.268
H -0.028 0.429 -0.013
H 0.442 0.217 0.139
H -0.035 -0.057 0.458
H 0.183 -0.496 0.780
H 0.342 -0.106 0.335
H -0.054 -1.060 -1.534
H -0.457 0.150 -0.052
H 0.540 -0.384 0.488
H 0.035 -0.162 0.761
H -0.258 -0.394 0.410
C -1.244 0.695 1.743
C -0.844 1.200 -0.126
C -1.876 -0.663 0.037
C 0.546 -2.872 -1.744
C 0.282 1.216 1.395
C -0.892 0.093 -1.007
C -0.246 0.871 -0.118
C -0.090 -0.949 1.848
C 1.401 1.655 0.850
N 0.590 -0.753 -0.765
O 0.019 0.517 1.419
H 0.242 -1.005 -0.110
H -0.272 0.689 -0.433
H 0.541 -0.070 -0.942
H 0.480 0.525 -0.310
H 0.928 -0.206 1.347
H 0.404 0.278 -0.177
H -0.077 0.380 -0.629
H 0.087 -0.642 1.212
H -0.398 -0.071 -0.527
H 0.439 -0.003 -0.186
H 0.431 -0.191 0.404
H 0.043 0.000 -0.076
H 0.266 -0.028 -1.002
H -0.276 -0.118 -0.153
H 0.442 0.608 -0.308
H -0.510 0.016 -0.401
H -0.897 -0.961 -0.204
H 0.587 -0.913 -0.585
H -0.157 0.801 -0.567
C -1.355 -0.231 1.523
C 0.951 0.401 -1.061
C 0.246 0.002 -0.114
C -0.080 1.882 -1.190
C 1.649 -0.928 0.932
C 1.063 -0.756 0.305
C -1.519 0.109 -0.580
C 0.529 0.363 -1.363
C 0.331 0.175 -0.003
N -0.068 -0.439 1.206
O 0.199 -0.076 0.041
H 0.522 0.592 -0.078
H 0.414 0.043 -0.346
H 0.218 0.152 -0.344
H -0.204 -0.625 -0.096
H -0.319 0.239 -0.580
H -0.539 0.141 0.518
H -0.042 -0.940 0.717
H -0.190 0.703 0.311
H -0.947 -0.872 -0.455
H -0.321 0.035 -0.299
H -0.130 -0.642 -0.013
H -0.460 1.373 0.567
H 0.170 -0.487 0.403
H -0.298 -0.151 0.511
H -0.309 0.189 0.293
H 0.417 0.130 0.041
H 0.179 -0.466 -0.475
H 0.007 0.316 -0.373
H -0.181 -0.290 0.000
C 0.487 -0.493 -0.521
C 0.786 -0.023 -0.583
C 0.024 1.166 0.292
C 0.765 -0.576 -1.019
C 0.698 -0.127 0.931
C -0.703 0.176 2.929
C 1.054 0.228 0.113
C 0.772 -1.960 -1.573
C -1.043 -0.908 -0.009
N -0.785 0.573 0.652
O -0.606 -0.963 -0.070
H -0.613 -0.184 -0.233
H -0.478 0.274 0.790
H 0.336 0.230 0.318
H -0.471 0.073 0.099
H -0.299 -0.461 -0.435
H 0.277 0.481 -0.084
H -0.715 -0.079 -0.031
H 0.401 -0.466 -0.279
H 0.354 -0.294 0.350
H -0.068 0.440 0.002
H -0.429 0.823 -0.004
H -0.266 0.226 -2.426
H 0.946 0.294 -0.185
H -1.119 -0.007 0.622
H 0.033 0.696 0.795
H -0.222 0.378 -0.486
H 0.117 0.100 -0.148
H 0.037 -0.234 0.454
H 0.741 0.624 -0.224
C 1.175 2.134 -0.072
C -0.485 -0.818 0.564
C -1.123 1.449 -0.367
C 1.049 0.722 -0.290
C 0.810 -0.674 -0.331
C 0.881 0.378 0.127
C -0.593 0.115 0.404
C -1.465 0.445 0.188
C 0.771 0.118 -1.178
N -0.085 0.306 0.012
O 0.626 -0.092 0.486
H -0.334 -0.088 -0.430
H 0.348 -0.449 -0.229
H -1.080 -1.032 -0.138
H 0.516 0.159 -0.270
H 0.961 -0.821 0.106
H -0.094 -0.834 0.198
H -0.221 -0.084 0.866
H -0.833 -0.128 -0.584
H -0.156 0.234 -0.210
H -0.235 -0.189 0.200
H -0.013 -0.150 -0.326
H -0.336 0.152 0.166
H 1.005 -0.469 -0.379
H 0.336 -0.862 0.131
H -0.124 0.874 -0.082
H -0.084 -0.735 0.628
H -0.537 -0.052 0.298
H -0.294 0.757 0.501
H -0.399 -0.377 -0.152
C -0.436 1.923 -0.010
C -0.218 -2.265 0.705
C -0.889 0.184 -0.045
C 0.619 0.829 -1.702
C 1.330 0.563 -0.013
C 0.657 -2.010 0.535
C -1.760 -0.151 -1.286
C 3.001 -0.995 1.767
C 1.017 0.077 0.290
N -0.282 1.247 0.955
O 0.026 -0.303 -0.383
H 0.678 -0.320 -0.172
H 0.046 -0.659 -0.449
H 0.072 0.048 0.241
H -0.149 -0.079 0.206
H 0.119 0.242 0.133
H 0.341 0.113 -0.391
H -0.479 -0.258 0.504
H 0.057 0.442 0.737
H -0.166 -0.307 0.276
H -0.713 0.177 -0.061
H -0.753 0.755 0.031
H 0.045 0.005 -0.154
H -0.918 0.410 -0.089
H -0.070 -0.245 0.135
H -1.256 1.370 -1.381
H -0.544 -0.375 -0.164
H 0.435 -0.043 -0.653
H 0.244 -0.085 0.558
H 0.117 -0.182 -0.189
C -0.161 -1.420 1.126
C -0.123 0.069 -0.161
C -1.027 -0.108 0.028
C -0.391 0.744 -0.524
C -0.257 -0.293 0.310
C 0.941 0.846 -0.111
C -0.259 0.262 -0.139
C -1.061 0.129 0.564
C 1.275 0.919 0.652
N -0.242 -0.316 -0.023
O 1.711 -0.321 -0.056
H 0.087 1.481 0.026
H -0.930 0.331 -0.437
H 0.299 -0.419 -0.259
H 0.348 0.335 -0.317
H 0.593 -0.388 -0.507
H 1.114 0.230 0.825
H 0.929 -1.158 -0.282
H -1.149 -0.168 0.512
H -0.099 -0.071 0.284
H 0.482 -0.283 0.221
H 0.156 -0.308 -0.149
H -0.313 -0.012 -0.080
H 0.958 -0.636 -0.171
H -0.052 0.171 -0.023
H -0.153 0.103 -0.412
H -0.370 -0.194 0.191
H -0.826 -0.291 -0.536
H 0.100 -0.159 -0.568
H -1.556 0.944 -0.024
O -0.498 0.856 0.136
C 0.820 -0.552 0.188
C 0.169 0.575 0.679
C 0.363 1.610 -0.225
C 0.226 0.240 1.094
O 0.445 -0.784 -0.739
H 0.498 0.263 -0.245
H -1.194 -0.347 0.536
H -0.556 -0.832 -0.711
H -0.185 -0.684 0.008
H 0.526 0.135 -0.613
H -0.602 -0.768 0.104

For the HOMO energy, the calculation gives -8.35 eV. The total energy comes out at -4180.61737 a.u. As for the SMILES: CC1(C)CCCC(C)(C)N1O.CC1(C)CCCC(C)(C)N1O.CC1(C)CCCC(C)(C)N1O.CC1(C)CCCC(C)(C)N1O.CC1(C)CCCC(C)(C)N1O.CC1(C)CCCC(C)(C)N1O.CC1(C)CCCC(C)(C)N1O.CC1(C)CCCC(C)(C)N1O.O=C1CCCO1. The HOMO-LUMO gap is 8.735 eV.

Löwdin atomic charge list, values in e, 4 entries: -0.026, -0.503, -0.029, -0.145